Record 1
81
Properties=species:S:1:pos:R:3:forces:R:3:lowdin_charge:R:1 method="wB97M-V/def2-TZVPD" total_charge=0 homo_ev=-8.78 energy_ev=-111044.947 e_lumo_ev=-2.3 gap_ev=6.45 e_above_lowest_kcal_mol=0.00
Zn 0.251 -2.347 1.518 -0.91 1.82 0.19 0.96
C 0.106 -0.346 0.124 -0.32 1.95 0.94 -0.82
O -0.252 0.684 -0.491 0.31 -1.22 -0.23 -0.03
O 0.386 -1.489 -0.405 0.14 -1.65 -0.14 -0.12
O 0.219 -0.329 1.430 0.18 -0.35 0.29 -0.16
C -1.329 -2.818 -3.688 0.79 -0.81 -1.27 -0.64
O -0.653 -2.157 -4.469 -0.03 -0.12 0.64 0.04
N -2.215 -3.769 -4.142 0.04 0.20 0.84 0.17
N -1.184 -2.776 -2.336 -0.25 0.40 0.11 0.16
H -3.019 -3.941 -3.564 -0.09 -0.25 -0.27 0.09
H -2.252 -3.958 -5.126 -0.14 0.26 -0.08 0.11
H -1.334 -3.644 -1.853 0.07 0.09 0.19 0.10
H -0.520 -2.102 -1.951 -0.07 -0.50 -0.04 0.07
C -1.262 0.776 4.615 0.74 -0.55 -1.02 -0.69
O -1.624 1.080 5.734 -0.20 0.20 -0.03 0.03
N 0.011 0.895 4.111 -0.83 -0.03 0.98 0.17
N -2.047 0.139 3.674 -0.81 -0.34 0.47 0.16
H 0.620 1.548 4.566 0.32 -0.19 -0.23 0.10
H 0.150 0.415 3.236 0.79 0.65 -0.28 0.05
H -1.666 -0.254 2.826 0.05 0.31 0.03 0.06
H -3.013 -0.032 3.886 0.06 0.09 0.08 0.09
C -1.045 4.490 -1.178 -1.04 -0.24 -0.28 -0.68
O -1.067 5.699 -0.983 0.61 -0.23 -0.15 0.01
N -0.687 3.575 -0.240 0.08 0.40 0.03 0.17
N -1.481 3.926 -2.355 0.45 1.00 0.35 0.16
H -0.186 3.951 0.541 -0.20 -0.32 0.30 0.08
H -0.905 2.602 -0.361 0.52 -0.03 0.30 0.05
H -1.702 4.643 -3.022 -0.33 -0.48 -0.32 0.10
H -1.669 2.940 -2.458 -0.13 0.16 -0.16 0.05
C 2.679 1.906 -2.530 0.69 1.04 -0.19 -0.68
O 3.476 2.418 -3.308 -0.37 -0.43 0.17 0.01
N 1.428 1.475 -2.859 0.44 -0.43 0.10 0.16
N 2.914 1.773 -1.193 -0.13 -0.28 0.21 0.17
H 0.892 1.121 -2.080 -0.72 0.16 -0.54 0.05
H 1.054 1.719 -3.755 -0.11 0.00 0.07 0.10
H 3.785 1.992 -0.751 0.16 0.03 -0.30 0.10
H 2.213 1.347 -0.621 0.08 0.10 0.24 0.05
C 3.578 -2.608 -2.487 -0.69 -0.26 -0.94 -0.67
O 4.399 -2.955 -3.319 0.28 0.23 0.66 0.03
N 2.702 -1.582 -2.673 0.58 -0.06 0.01 0.17
N 3.358 -3.292 -1.318 0.04 -0.75 1.03 0.14
H 2.897 -0.956 -3.434 -0.35 0.00 -0.06 0.11
H 1.849 -1.544 -2.150 -0.07 0.41 0.05 0.05
H 2.634 -3.075 -0.656 0.03 0.47 -0.32 0.06
H 3.921 -4.083 -1.067 0.19 0.03 -0.45 0.09
C -2.985 -2.079 1.255 -0.06 0.00 -0.31 -0.60
O -1.839 -2.356 1.664 0.45 -0.10 -0.04 -0.04
N -4.019 -2.119 2.114 -0.47 -0.11 -0.17 0.19
N -3.261 -1.707 -0.017 0.79 -0.46 0.92 0.22
H -3.875 -2.342 3.082 0.13 -0.28 -0.08 0.12
H -4.953 -2.120 1.743 -0.09 0.21 0.28 0.12
H -4.201 -1.673 -0.362 0.02 0.41 -0.17 0.12
H -2.468 -1.405 -0.560 -0.27 -0.18 -0.46 0.08
C 0.651 -2.596 4.726 -0.17 0.68 0.97 -0.58
O 0.490 -2.333 3.520 -0.20 -0.63 -0.81 -0.03
N 1.708 -3.310 5.160 -0.17 -0.14 -0.82 0.19
N -0.194 -2.133 5.687 0.91 -0.73 -1.06 0.22
H 1.991 -3.352 6.120 0.02 -0.12 0.03 0.12
H 2.296 -3.672 4.430 0.29 -0.02 0.30 0.12
H 0.204 -2.192 6.607 -0.60 0.42 0.35 0.12
H -0.840 -1.407 5.419 -0.01 0.15 0.29 0.09
C 2.389 2.822 2.229 -0.84 0.03 1.38 -0.25
C 3.663 3.603 2.518 0.89 0.13 -1.09 -0.24
O 3.353 4.940 2.886 -0.32 -0.32 0.21 -0.06
O 2.536 1.538 1.668 0.46 -0.04 -0.24 -0.07
H 1.707 3.460 1.660 0.16 0.00 -0.42 0.11
H 1.898 2.703 3.205 -0.07 0.20 0.01 0.10
H 4.325 3.648 1.643 -0.22 -0.27 -0.18 0.12
H 4.296 3.183 3.299 -0.39 -0.11 0.25 0.12
H 2.789 5.294 2.189 0.09 0.16 0.06 0.09
H 1.659 1.137 1.550 0.16 0.13 0.21 0.04
C -1.886 0.657 -4.363 -0.29 -0.48 -0.91 -0.24
C -2.756 0.226 -3.203 1.11 0.29 2.12 -0.19
O -2.510 1.098 -2.059 -0.40 0.26 -0.24 -0.13
O -2.021 -0.202 -5.484 -0.68 0.62 -0.18 -0.08
H -0.831 0.673 -4.081 -0.08 0.15 0.41 0.10
H -2.198 1.654 -4.677 0.13 0.07 -0.01 0.12
H -2.439 -0.744 -2.811 -0.40 -0.34 -0.74 0.08
H -3.833 0.263 -3.341 0.04 -0.08 -0.55 0.12
H -1.753 0.792 -1.530 0.10 -0.05 -0.34 0.02
H -1.502 -1.003 -5.320 0.13 0.04 0.06 0.02

=====

Record 2
10
Properties=species:S:1:pos:R:3:forces:R:3:lowdin_charge:R:1 method="wB97M-V/def2-TZVPD" total_charge=0 homo_ev=-9.91 energy_ev=-51559.157 e_lumo_ev=0.0 gap_ev=9.91 e_above_lowest_kcal_mol=43.28
C 2.125 -1.562 -0.038 1.05 -0.19 0.84 -0.68
C -0.720 -0.489 -0.329 -1.60 3.19 -4.05 -0.60
C -0.895 0.847 0.362 0.81 -0.02 0.57 -1.11
S 3.311 -0.633 0.266 -0.18 -0.41 -0.15 0.62
Cl 0.530 -0.384 -1.635 -0.95 0.56 -0.61 0.54
Cl -1.220 2.280 -0.696 0.19 -1.22 0.93 0.55
Cl 0.462 1.061 1.528 0.32 0.64 -0.39 0.55
H -1.630 0.673 1.119 -1.33 0.48 -0.24 0.04
H -0.259 -1.132 0.311 0.27 -2.42 1.92 -0.02
H -1.703 -0.660 -0.889 1.43 -0.61 1.17 0.11

=====

Record 3
156
Properties=species:S:1:pos:R:3:forces:R:3:lowdin_charge:R:1 method="wB97M-V/def2-TZVPD" total_charge=0 homo_ev=-9.46 energy_ev=-68742.960 e_lumo_ev=0.5 gap_ev=9.98 e_above_lowest_kcal_mol=120.25
C 2.827 -3.775 -2.311 -1.21 0.77 -0.74 -0.02
C 1.484 -3.008 -2.365 -1.04 -0.88 1.33 -0.43
C 0.419 -3.612 -3.286 0.92 1.54 -0.55 -0.03
O 0.876 -3.111 -1.064 -0.43 -0.80 0.98 -0.12
H 2.658 -4.832 -2.516 -0.07 -0.08 0.42 0.08
H 3.210 -3.602 -1.305 0.56 -0.15 -0.35 0.08
H 3.437 -3.427 -3.145 0.48 0.18 0.31 0.07
H 1.549 -1.921 -2.394 0.68 0.05 -1.33 0.12
H 0.796 -3.483 -4.301 -0.13 -0.70 -0.32 0.08
H -0.452 -2.957 -3.254 -0.22 -0.19 0.17 0.05
H 0.157 -4.629 -2.996 0.21 0.06 -0.17 0.09
H 0.761 -2.230 -0.700 0.17 0.39 0.28 0.04
C 0.536 1.211 -1.118 0.23 0.86 -1.29 -0.03
C 0.844 0.664 0.253 -2.06 0.94 -0.17 -0.47
C -0.493 0.622 1.006 0.45 0.33 0.11 -0.03
O 1.275 -0.626 0.095 1.22 -2.29 0.02 -0.06
H 0.038 0.477 -1.751 -0.28 -0.36 0.43 0.06
H 1.390 1.465 -1.745 0.49 0.15 0.31 0.06
H -0.118 2.083 -1.114 0.07 0.15 0.19 0.08
H 1.640 1.158 0.810 -0.33 0.83 -0.02 0.14
H -0.317 0.468 2.071 -0.24 0.24 0.01 0.06
H -1.122 -0.195 0.654 0.17 -0.18 -0.22 0.08
H -1.048 1.531 0.777 -0.03 0.07 0.57 0.07
H 2.175 -0.621 0.428 0.56 -0.75 -0.11 0.07
C -1.679 -3.362 1.448 0.79 1.34 0.29 -0.05
C -2.546 -3.532 0.239 3.10 -2.12 -0.88 -0.55
C -2.382 -4.967 -0.320 1.55 0.21 -1.47 -0.03
O -3.818 -3.412 0.610 -3.84 0.78 1.09 -0.03
H -0.682 -3.035 1.153 0.30 -0.59 0.17 0.07
H -1.690 -4.216 2.125 0.21 -0.16 -0.13 0.10
H -2.061 -2.497 1.990 -0.14 0.10 0.27 0.08
H -2.299 -2.732 -0.458 0.01 -0.18 -0.44 0.13
H -2.868 -5.107 -1.285 -0.57 0.05 0.17 0.08
H -2.611 -5.803 0.340 -0.66 0.43 0.45 0.09
H -1.348 -5.205 -0.570 0.42 0.39 0.08 0.07
H -3.852 -4.066 1.312 -1.02 -0.03 0.34 0.11
C -2.234 2.056 3.419 -0.86 1.85 0.52 -0.03
C -3.024 3.309 4.012 0.45 -1.65 -0.96 -0.46
C -3.703 3.100 5.365 0.56 0.74 -0.54 -0.05
O -2.080 4.367 4.045 0.42 0.39 0.50 -0.06
H -1.723 1.474 4.187 0.02 -0.01 -0.02 0.08
H -1.525 2.581 2.779 0.17 -0.58 -0.04 0.05
H -2.888 1.441 2.800 0.14 -0.14 0.20 0.05
H -3.729 3.580 3.226 -0.53 -0.16 0.12 0.12
H -4.430 2.288 5.350 0.07 0.05 0.07 0.07
H -4.169 4.052 5.619 -0.41 -0.11 0.15 0.07
H -2.928 2.959 6.118 -0.03 -0.37 0.04 0.08
H -2.521 5.191 3.825 -0.03 0.02 0.09 0.09
C 0.290 -1.760 4.306 -1.76 -0.61 -0.31 -0.03
C -0.757 -1.999 5.438 1.62 -0.38 -0.51 -0.48
C -0.533 -3.383 6.050 -0.27 0.05 0.34 -0.06
O -0.479 -1.000 6.384 0.04 0.82 0.64 -0.06
H 0.065 -2.536 3.574 0.47 -0.28 -0.13 0.05
H 1.329 -1.827 4.630 -0.19 0.03 0.17 0.09
H 0.089 -0.854 3.734 0.19 0.33 0.44 0.05
H -1.785 -1.905 5.089 -0.04 0.04 -0.39 0.13
H 0.412 -3.377 6.594 0.19 -0.09 -0.25 0.08
H -0.563 -4.198 5.328 0.16 0.12 -0.16 0.07
H -1.287 -3.625 6.799 -0.23 0.13 0.07 0.07
H -1.098 -1.032 7.117 -0.12 -0.11 0.05 0.09
C 3.389 3.766 -2.491 -0.68 -0.93 2.04 -0.07
C 4.133 4.967 -2.956 -0.19 -1.57 -1.02 -0.51
C 5.589 4.836 -2.668 0.95 1.12 0.61 -0.06
O 3.921 4.892 -4.347 0.00 0.47 -1.48 -0.06
H 3.368 3.730 -1.402 -0.69 0.58 0.40 0.07
H 3.895 2.806 -2.588 0.41 0.10 -1.14 0.06
H 2.385 3.678 -2.906 0.04 0.14 0.13 0.08
H 3.733 5.923 -2.618 -0.09 -0.11 0.51 0.14
H 5.958 5.853 -2.801 0.73 -0.02 0.19 0.08
H 6.168 4.183 -3.321 -0.48 -0.20 -0.22 0.09
H 5.789 4.513 -1.646 -0.04 0.18 0.11 0.08
H 4.680 5.254 -4.810 0.01 0.17 -0.11 0.08
C 3.520 3.514 2.776 0.17 0.21 0.46 -0.04
C 2.634 2.894 3.885 -1.17 3.51 -0.44 -0.54
C 1.165 3.361 3.812 0.57 1.21 -1.07 -0.05
O 2.607 1.560 3.767 0.90 -3.53 -0.09 -0.03
H 3.158 3.303 1.770 -0.07 -0.28 0.04 0.06
H 4.568 3.229 2.867 -0.06 -0.74 -0.04 0.07
H 3.641 4.595 2.836 -0.70 0.19 0.28 0.07
H 2.993 3.217 4.862 0.50 0.06 0.18 0.13
H 0.706 3.003 2.891 0.00 -0.54 0.06 0.06
H 1.151 4.436 3.630 -0.19 0.29 0.59 0.08
H 0.537 3.102 4.665 0.20 -0.03 0.01 0.08
H 2.213 1.227 4.576 -0.13 -0.45 -0.07 0.10
C 3.329 -0.062 -5.284 2.66 0.18 0.58 -0.07
C 2.213 0.900 -5.493 0.29 -1.95 -1.29 -0.51
C 2.423 1.615 -6.807 0.16 1.38 0.21 -0.05
O 1.153 0.031 -5.739 -2.26 -0.87 0.47 -0.06
H 3.629 -0.695 -6.119 -0.70 0.26 -0.54 0.09
H 3.335 -0.769 -4.455 -0.66 0.42 0.42 0.06
H 4.194 0.591 -5.161 0.56 -0.15 0.35 0.08
H 2.033 1.502 -4.602 0.14 0.43 -0.15 0.13
H 3.231 2.343 -6.727 -0.10 0.30 -0.12 0.08
H 1.478 2.101 -7.049 0.12 0.43 -0.14 0.08
H 2.650 0.965 -7.652 0.00 -0.41 0.41 0.09
H 0.330 0.525 -5.739 -0.23 -0.02 -0.11 0.09
C -2.355 -0.488 -3.064 -0.55 1.50 0.24 -0.04
C -3.683 -1.226 -2.960 1.51 1.50 0.28 -0.54
C -4.741 -0.569 -3.797 -0.10 -0.36 -0.57 -0.04
O -3.419 -2.500 -3.366 -0.78 -2.72 -0.55 -0.02
H -2.703 0.539 -2.947 0.90 0.50 0.19 0.05
H -1.823 -0.563 -4.012 -0.32 -0.29 -0.17 0.09
H -1.661 -0.742 -2.263 -0.09 -0.07 0.10 0.06
H -3.953 -1.139 -1.908 -0.39 -0.30 0.33 0.13
H -4.498 -0.666 -4.855 0.23 0.13 -0.11 0.09
H -4.765 0.490 -3.540 -0.39 -0.07 -0.06 0.06
H -5.710 -1.058 -3.698 -0.09 0.20 0.33 0.09
H -2.839 -2.913 -2.723 0.07 -0.15 -0.01 0.07
C -3.900 2.161 -1.047 0.02 -0.16 0.40 -0.05
C -3.290 3.218 -1.940 0.20 1.13 -0.18 -0.49
C -4.209 3.945 -2.889 -0.31 -0.68 -1.27 -0.06
O -2.707 4.280 -1.207 0.66 0.12 2.03 -0.06
H -4.613 1.512 -1.555 -0.10 0.36 -0.40 0.06
H -4.405 2.565 -0.169 0.03 0.26 -0.10 0.08
H -3.155 1.446 -0.699 0.19 0.26 0.21 0.07
H -2.440 2.736 -2.423 -0.24 -0.18 -0.83 0.12
H -4.671 3.208 -3.546 -0.40 0.24 -0.21 0.07
H -3.651 4.639 -3.519 0.43 -0.25 -0.28 0.08
H -4.944 4.628 -2.463 -0.23 -0.62 0.66 0.09
H -2.538 5.038 -1.771 -0.05 -0.21 -0.16 0.08
C 1.839 -6.174 2.586 1.09 1.23 0.55 -0.04
C 1.841 -4.855 1.745 -1.00 -2.59 2.01 -0.53
C 2.960 -3.903 1.955 1.11 0.47 0.14 -0.05
O 1.659 -5.286 0.437 -0.13 0.31 -0.31 -0.04
H 2.511 -6.918 2.158 -0.26 -0.10 -0.20 0.08
H 0.840 -6.557 2.793 0.03 -0.08 -0.51 0.07
H 2.258 -5.923 3.560 0.06 -0.09 0.30 0.06
H 0.966 -4.353 2.158 -0.48 0.39 -0.42 0.10
H 3.007 -3.539 2.981 -0.44 0.17 0.10 0.08
H 2.789 -3.064 1.281 0.25 0.21 0.05 0.06
H 3.969 -4.287 1.804 -0.03 -0.33 -0.50 0.09
H 1.276 -4.509 0.024 -0.14 0.30 -1.19 0.03
C -6.192 -1.171 1.084 -2.75 0.88 -0.64 -0.05
C -5.359 0.063 0.842 -0.52 -1.14 1.72 -0.52
C -5.469 0.975 2.010 0.18 2.19 0.68 -0.08
O -4.038 -0.349 0.812 2.31 0.25 -0.90 -0.05
H -7.150 -0.827 1.474 -0.20 0.23 0.49 0.07
H -5.853 -1.878 1.841 0.50 -0.05 -0.54 0.09
H -6.598 -1.545 0.144 0.87 -1.02 -0.08 0.09
H -5.657 0.643 -0.032 0.01 -0.48 -0.32 0.12
H -4.808 1.828 1.860 0.30 0.08 -0.20 0.05
H -5.120 0.586 2.967 -0.37 -0.54 -0.05 0.09
H -6.431 1.479 2.098 -0.37 -0.45 0.16 0.09
H -3.956 -1.301 0.910 -0.28 -0.31 -0.13 0.05
C 4.482 -0.296 -1.735 -0.80 -0.06 -0.85 -0.04
C 5.165 -0.172 -0.382 0.82 -0.19 -0.96 -0.46
C 5.603 1.256 -0.109 -0.54 0.35 -0.31 -0.05
O 4.295 -0.715 0.600 -0.51 0.33 0.20 -0.05
H 4.707 -1.142 -2.385 0.67 -0.24 0.42 0.07
H 4.614 0.578 -2.374 0.24 0.16 0.15 0.06
H 3.401 -0.408 -1.652 -0.17 0.24 0.51 0.06
H 6.079 -0.766 -0.354 0.11 -0.29 -0.23 0.13
H 6.170 1.716 -0.918 0.49 -0.63 -0.18 0.08
H 6.209 1.304 0.796 -0.32 0.34 0.17 0.08
H 4.729 1.907 -0.141 -0.25 0.08 0.86 0.07
H 4.618 -0.443 1.462 -0.02 -0.04 0.27 0.10